(1)
Computed, not measured: a cluster of 2 separate species, C17H19N5O in total at a distorted geometry, with ωB97M-V/def2-TZVPD.

For the energy above the lowest of the compared OMol25 structures with the same formula, charge and spin, the calculation gives 97.99 kcal/mol. Its SMILES is COc1ccc(C=C(C#N)C#N)cc1.C1CN=C2NCCN2C1. The value obtained for the total energy is -1008.1140 Ha.

XYZ file:
```
42
C17H19N5O | the OMol25 dataset | ωB97M-V/def2-TZVPD
C -4.546 1.550 2.389
O -3.953 0.347 2.933
C -2.680 0.054 2.561
C -2.214 -1.250 2.855
C -0.943 -1.619 2.486
C -0.021 -0.674 1.972
C 1.407 -1.036 1.970
C 2.347 -0.011 1.956
C 3.762 -0.205 1.877
N 4.936 -0.254 1.820
C 2.012 1.307 2.406
N 1.821 2.385 2.835
C -0.546 0.572 1.531
C -1.819 0.979 1.908
H -5.597 1.479 2.681
H -4.074 2.448 2.819
H -4.441 1.579 1.293
H -2.899 -1.927 3.357
H -0.605 -2.648 2.627
H 1.587 -2.071 2.379
H 0.056 1.230 0.888
H -2.165 1.998 1.722
C 1.969 -3.360 -1.445
C 1.911 -2.107 -0.605
N 2.604 -2.267 0.641
C 3.679 -3.015 0.673
N 4.525 -3.268 1.727
C 5.724 -3.963 1.304
C 5.374 -4.411 -0.118
N 4.130 -3.721 -0.404
C 3.396 -3.858 -1.640
H 1.361 -4.123 -0.943
H 1.526 -3.151 -2.421
H 2.346 -1.258 -1.159
H 0.881 -1.831 -0.354
H 4.496 -2.699 2.567
H 5.918 -4.813 1.971
H 6.589 -3.275 1.306
H 5.234 -5.503 -0.151
H 6.181 -4.156 -0.822
H 3.404 -4.917 -1.949
H 3.884 -3.284 -2.450
```

Atom charges from the Mulliken analysis, given in e for atoms 1 to 6: -0.8119, -0.4319, 0.9214, -0.9189, -0.4092, 0.6712

(2)
Computed, not measured: an isolated molecule of C4H6N2O2 at a distorted geometry, with ωB97M-V/def2-TZVPD.

For the energy above the lowest of the compared OMol25 structures with the same formula, charge and spin, the calculation gives 122.34 kcal/mol. Its SMILES is C=C/C(=N\N)OC=O. The value obtained for the total energy is -415.8457 Ha.

XYZ file:
```
14
C4H6N2O2 | the OMol25 dataset | ωB97M-V/def2-TZVPD
C -1.183 1.227 -1.380
C -0.795 -0.038 -0.956
C 0.318 -0.209 -0.195
N 0.892 -1.040 0.611
N 0.627 -2.478 0.365
O 0.882 1.210 0.080
C 0.904 1.579 1.458
O 0.275 0.937 2.240
H -0.910 2.199 -1.073
H -2.066 1.118 -2.053
H -1.255 -0.858 -1.776
H -0.381 -2.949 0.197
H 1.262 -3.118 0.963
H 1.432 2.418 1.520
```

Atom charges from the Mulliken analysis, given in e for atoms 1 to 6: -0.6533, -0.2665, 0.7907, -0.2082, -0.5520, -0.4203

(3)
Computed, not measured: the ion C4H11N3O with charge +2 at a distorted geometry, with ωB97M-V/def2-TZVPD.

For the energy above the lowest of the compared OMol25 structures with the same formula, charge and spin, the calculation gives 9.58 kcal/mol. Its SMILES is NC(/C=C/[NH3+])=[NH+]\CO. As for the charge: +2. The value obtained for the total energy is -397.8394 Ha.

XYZ file:
```
19
C4H11N3O | the OMol25 dataset | ωB97M-V/def2-TZVPD
N -0.630 -1.537 0.108
C -0.465 -0.269 -0.170
C 0.658 0.475 0.467
C 1.490 -0.144 1.296
N 2.695 0.543 1.796
N -1.194 0.417 -1.012
C -2.351 -0.024 -1.848
O -2.483 1.173 -2.596
H 0.108 -1.973 0.679
H -1.306 -1.992 -0.461
H 0.600 1.576 0.118
H 1.541 -1.235 1.634
H 2.455 1.152 2.677
H 3.044 1.331 1.093
H 3.327 -0.196 1.974
H -0.850 1.369 -1.238
H -3.134 -0.250 -1.197
H -1.976 -0.840 -2.392
H -2.901 1.235 -3.431
```

Atom charges from the Mulliken analysis, given in e for atoms 1 to 6: -0.2633, 0.8028, -0.0235, -0.5743, -0.2918, -0.1860

(4)
Computed, not measured: a cluster of 2 separate species, C5H13N in total at a distorted geometry, with ωB97M-V/def2-TZVPD.

For the energy above the lowest of the compared OMol25 structures with the same formula, charge and spin, the calculation gives 101.21 kcal/mol. The value obtained for the total energy is -252.9018 Ha.

XYZ file:
```
19
C5H13N | the OMol25 dataset | ωB97M-V/def2-TZVPD
C 0.757 0.346 -0.657
C -1.077 -0.770 0.997
C 1.456 1.633 -0.192
C 0.552 0.281 -2.177
C -2.167 -1.303 1.847
N 1.224 -0.854 -0.144
H 1.738 -0.686 0.723
H -0.353 0.466 -0.247
H -0.335 -0.143 1.455
H -0.893 -1.211 0.037
H 2.483 1.658 -0.566
H 1.520 0.269 -2.684
H 0.021 -0.632 -2.446
H 1.491 1.685 0.899
H 0.937 2.521 -0.558
H -0.019 1.141 -2.535
H -2.463 -0.601 2.630
H -3.044 -1.584 1.260
H -1.829 -2.218 2.357
```

Atom charges from the Mulliken analysis, given in e for atoms 1 to 6: 0.7959, -0.5200, -1.3658, -1.3190, -1.0535, -0.6951

(5)
Computed, not measured: a structure of composition C20H41InN2P3S at a distorted geometry, with ωB97M-V/def2-TZVPD.

For the energy above the lowest of the compared OMol25 structures with the same formula, charge and spin, the calculation gives 30.52 kcal/mol. As for the charge: +3. The value obtained for the total energy is -2507.5203 Ha.

XYZ file:
```
68
C20H41InN2P3S | the OMol25 dataset | ωB97M-V/def2-TZVPD
In -0.517 0.113 0.040
P 0.840 1.007 2.192
P 2.058 0.145 -1.175
P 0.216 -2.585 0.463
H -8.928 -1.050 -1.655
C -8.755 -1.764 -0.839
C -8.833 -1.372 0.442
H -9.063 -0.328 0.684
C 0.475 2.757 2.525
C 2.646 0.926 2.424
C 0.210 0.168 3.682
C 1.955 -0.382 -2.930
C 2.901 1.756 -1.409
C 3.508 -0.857 -0.649
C -1.210 -3.503 1.156
C 1.566 -3.117 1.562
C 0.545 -3.530 -1.072
H -8.608 -2.812 -1.132
H -8.739 -2.072 1.279
H -0.562 2.995 2.265
H 1.140 3.420 1.959
H 0.625 2.931 3.596
H 3.182 1.461 1.634
H 2.977 -0.117 2.459
H 2.852 1.399 3.390
H -0.866 0.325 3.790
H 0.739 0.612 4.529
H 0.417 -0.906 3.643
H 2.967 -0.375 -3.357
H 1.322 0.316 -3.489
H 1.529 -1.389 -3.011
H 3.892 1.562 -1.829
H 3.017 2.294 -0.464
H 2.336 2.387 -2.100
H 4.345 -0.571 -1.296
H 3.324 -1.931 -0.758
H 3.779 -0.646 0.391
H -0.955 -4.565 1.236
H -2.108 -3.387 0.543
H -1.470 -3.117 2.147
H 1.691 -4.204 1.447
H 1.315 -2.882 2.603
H 2.499 -2.611 1.295
H 0.414 -4.603 -0.860
H 1.564 -3.353 -1.445
H -0.163 -3.224 -1.853
C -3.915 -0.768 0.174
C -3.691 -1.464 -1.026
C -4.698 -1.602 -1.954
C -5.968 -1.095 -1.682
C -6.176 -0.352 -0.517
C -5.183 -0.203 0.425
S -2.729 -0.574 1.380
H -1.029 -0.936 -1.383
H -2.698 -1.858 -1.217
H -4.503 -2.107 -2.905
H -6.811 -1.312 -2.347
H -7.166 0.039 -0.276
H -5.355 0.315 1.371
N -0.893 4.265 -1.390
C -2.135 3.805 -1.839
C -2.223 2.509 -1.449
N -1.051 2.166 -0.779
C -0.278 3.247 -0.771
H -0.514 5.188 -1.519
H -2.825 4.426 -2.383
H -3.021 1.796 -1.579
H 0.705 3.357 -0.312
```

Atom charges from the Mulliken analysis, given in e for atoms 1 to 6: 0.8602, 0.9295, 0.7731, 0.7571, 0.4237, -0.6654

(6)
Computed, not measured: a structure of composition C3H6INOS at a distorted geometry, with ωB97M-V/def2-TZVPD.

For the energy above the lowest of the compared OMol25 structures with the same formula, charge and spin, the calculation gives 59.32 kcal/mol. The value obtained for the total energy is -943.6937 Ha.

XYZ file:
```
13
C3H6INOS | the OMol25 dataset | ωB97M-V/def2-TZVPD
C 0.374 -0.014 0.111
C -0.435 1.373 0.026
C -0.075 -0.896 -1.087
N -1.499 1.317 -0.855
O -2.067 0.011 -3.011
S -1.103 0.461 -2.051
I 0.565 1.621 -3.321
H 1.553 0.047 0.029
H 0.216 -0.511 1.031
H -0.888 1.689 0.959
H 0.273 2.068 -0.333
H 0.787 -1.167 -1.669
H -0.926 -1.473 -0.809
```

Atom charges from the Mulliken analysis, given in e for atoms 1 to 6: -0.4114, -0.5343, -0.6370, -0.3896, -0.6168, 0.6611